93
Properties=species:S:1:pos:R:3:forces:R:3:mulliken_spin:R:1 method="wB97M-V/def2-TZVPD" spin_multiplicity=4 e_lumo_ev="-2.775 / -3.974" total_charge=+1 homo_lumo_gap_ev="7.0 / 5.7"
Cr -0.499 -1.186 -3.879 0.0365 1.4068 1.5040 1.322
C -0.572 -2.005 -1.175 1.6242 0.1918 -0.7410 0.228
C 0.841 -2.268 -1.296 -2.6910 0.0941 0.5247 0.220
C 0.583 -0.560 0.233 1.4954 -1.7463 -0.9008 0.243
C -0.717 -0.951 -0.191 0.6573 -0.4218 -0.1123 -0.048
C 1.541 -1.376 -0.443 -1.5933 2.1061 1.7563 0.177
C -1.637 -3.016 -1.383 -0.4245 -0.3440 -0.0439 0.034
H -1.299 -3.814 -2.055 -0.2191 0.0667 0.1518 0.004
H -2.557 -2.573 -1.796 0.0978 -0.2393 0.1241 0.001
H -1.881 -3.464 -0.402 -0.1436 -0.0443 -0.4704 -0.002
C -1.953 -0.540 0.512 -0.4643 0.0747 0.2210 0.025
H -2.871 -0.870 -0.015 0.4829 0.2396 0.3233 0.001
H -1.975 0.561 0.674 -0.0023 -0.6988 -0.0706 -0.001
H -1.943 -1.019 1.518 -0.1019 0.2328 -0.4510 0.031
C 0.830 0.294 1.410 0.1472 0.4369 0.4600 0.038
H 0.567 -0.286 2.320 0.1168 0.3262 -0.2818 -0.002
H 0.192 1.202 1.390 0.4907 -0.4165 0.0798 -0.019
H 1.902 0.551 1.487 -0.5611 0.0674 0.0443 -0.002
C 2.980 -1.416 -0.126 0.4864 -0.0005 -0.0220 -0.007
H 3.130 -1.894 0.856 0.1221 0.1427 -0.2488 0.011
H 3.405 -0.406 -0.081 0.0032 -0.2091 0.0433 0.010
H 3.531 -1.991 -0.875 0.0825 0.0989 0.1632 -0.005
C 1.406 -3.524 -1.781 0.4013 -0.4532 -0.7402 -0.043
H 1.550 -4.238 -0.952 0.0360 0.2317 -0.2063 0.024
H 2.376 -3.317 -2.247 -0.0601 -0.3902 0.0194 0.003
H 0.744 -3.989 -2.517 0.2434 -0.0904 0.0358 0.005
C -1.387 -0.152 -5.719 -0.5543 -2.0074 -1.1014 -0.127
C -1.583 -1.530 -5.425 -0.5249 0.9296 -0.8353 0.009
C -0.609 -2.676 -5.670 -0.0699 -0.3653 -0.7863 -0.015
C 0.915 -2.354 -5.765 0.7178 -0.6537 -0.8220 -0.003
C 1.366 -1.436 -4.671 0.6783 1.3448 1.3096 -0.054
C 0.986 -0.032 -4.557 1.3890 -0.7107 -1.0910 -0.163
C 0.878 0.861 -5.799 -0.5949 0.1283 0.0698 -0.010
C -0.325 0.388 -6.642 0.8521 0.1448 -0.4867 -0.010
H -0.967 -3.111 -6.607 0.2545 -0.2544 0.0285 -0.008
H 1.251 -2.030 -6.774 -0.5517 -0.0304 0.4573 0.000
H -0.776 -3.486 -4.924 0.0745 0.4110 -0.1238 0.005
H -0.020 -0.362 -7.393 -0.0419 0.1116 0.4610 -0.002
H -2.329 0.402 -5.841 0.3379 -0.0809 0.9560 0.010
H -2.588 -1.836 -5.124 0.0974 -0.1017 -0.1167 0.010
H -0.683 1.226 -7.262 -0.1979 -0.2611 0.4277 -0.001
H 0.682 1.903 -5.478 0.1901 -0.4171 -0.1258 0.001
H 1.429 0.466 -3.692 0.0607 -0.2369 -0.1161 0.048
H 1.809 0.859 -6.409 -0.4332 -0.0029 0.5404 -0.001
H 1.453 -3.311 -5.609 -0.4099 0.3725 -0.1064 -0.005
H 2.337 -1.706 -4.188 -1.2252 -0.0655 0.1329 0.014
P -2.215 1.831 -1.882 -0.1128 -0.2703 -0.3565 0.000
P 1.295 2.157 -1.374 -0.7588 -1.0650 -0.2049 0.017
C -1.121 2.922 -2.950 -0.4075 -0.1068 -0.2342 -0.008
C 0.345 3.238 -2.575 0.6412 0.2992 0.2476 0.003
H -1.674 3.873 -2.912 0.0656 -0.2178 -0.1294 0.000
H -1.182 2.569 -3.990 0.0318 0.0574 0.1733 0.003
H 0.949 3.245 -3.500 -0.2125 0.1634 0.3272 0.000
H 0.405 4.244 -2.130 -0.0752 -0.1377 -0.3619 0.001
C 1.729 3.234 0.039 -0.0572 0.1528 -0.2055 0.010
H 2.447 2.670 0.660 -0.3357 0.4018 -0.1929 0.001
H 0.815 3.437 0.621 0.5132 0.0291 -0.1279 -0.002
H 2.196 4.153 -0.346 -0.1202 -0.0687 0.4120 0.000
C 2.960 2.015 -2.142 0.0693 0.2742 -0.0477 0.002
H 3.307 2.998 -2.491 0.1363 -0.2442 0.0036 0.000
H 2.936 1.310 -2.981 0.1714 0.2577 0.1828 0.000
H 3.663 1.627 -1.386 -0.2441 0.1757 -0.2884 0.001
C -3.866 2.172 -2.625 -0.4415 0.9749 -0.0158 -0.002
H -4.574 1.444 -2.203 0.1392 0.3113 -0.0742 0.000
H -3.852 2.061 -3.714 0.0047 -0.0435 0.0645 -0.001
H -4.233 3.169 -2.389 0.0248 -0.1528 -0.1797 0.001
C -2.386 0.208 -2.771 0.8694 -0.7394 0.0480 0.012
H -1.604 -0.512 -2.304 -1.0967 0.6817 -0.8316 0.032
H -2.439 0.331 -3.868 0.5041 -0.0050 0.8271 -0.011
H -3.402 -0.155 -2.553 0.6114 -0.3093 0.4400 -0.001
C -3.851 5.202 -0.989 0.1947 0.3045 0.1286 0.009
C -2.508 5.540 -0.820 -0.0674 -0.3077 -0.0371 -0.004
C -1.710 4.820 0.068 -0.3971 -0.7780 0.6980 0.034
C -2.247 3.703 0.775 -0.6100 1.6703 -1.1510 -0.072
C -3.594 3.319 0.510 0.8743 0.2881 0.6100 0.030
C -4.396 4.125 -0.291 0.0699 -0.2633 -0.0556 -0.004
N -1.483 2.989 1.675 -0.1350 -0.8635 0.9930 0.593
C -1.258 3.472 2.924 -0.1113 0.2119 -0.1592 -0.019
C -0.877 2.564 3.957 0.3583 0.1756 0.0097 0.184
C -0.620 3.024 5.241 -0.0666 0.1725 -0.0646 -0.096
C -0.752 4.394 5.552 -0.0818 -0.3795 -0.3910 0.216
C -1.150 5.290 4.553 0.1127 0.1883 -0.0149 -0.096
C -1.397 4.849 3.266 -0.1485 0.0590 -0.0417 0.193
H -4.458 5.774 -1.687 0.0391 -0.1007 0.2113 0.000
H -2.081 6.355 -1.400 -0.0669 -0.0683 0.1930 0.001
H -0.673 5.085 0.280 -0.2829 0.0688 -0.2378 -0.003
H -3.946 2.388 0.966 -0.0854 0.4951 -0.0720 -0.007
H -5.439 3.852 -0.460 0.3041 0.0724 0.1301 0.001
H -0.791 1.510 3.693 -0.0068 0.2637 0.1380 0.017
H -0.308 2.333 6.026 -0.1485 0.1370 -0.2819 -0.002
H -0.554 4.756 6.558 -0.0169 -0.1292 -0.1911 0.011
H -1.242 6.355 4.783 -0.0036 -0.3988 -0.0627 -0.002
H -1.690 5.549 2.483 0.0444 -0.1535 0.3396 0.013


18
Properties=species:S:1:pos:R:3:forces:R:3:nbo_charge:R:1 method="wB97M-V/def2-TZVPD" e_above_lowest_kj_mol=350.8 e_lumo_ev=0.832 smiles="C=C/C=C/NC.O" homo_lumo_gap_ev=8.9
C 1.816 -1.434 0.658 -3.0868 1.8487 1.7954 -0.432
N 1.857 -0.062 0.015 2.8440 -1.9138 -0.3224 -0.625
C 0.765 0.435 -0.682 -2.2158 -2.5643 -1.2632 0.020
C -0.361 -0.305 -1.017 2.1246 -0.2181 2.6118 -0.317
C -1.644 0.236 -1.275 -2.5339 0.6926 -0.7398 -0.208
C -2.708 -0.326 -0.648 -0.1267 1.6065 -2.1922 -0.396
H 2.365 -1.471 1.590 0.9248 0.4413 -0.1428 0.206
H 0.769 -1.554 1.130 1.2606 -0.0504 -1.2566 0.205
H 2.070 -2.284 0.078 0.0607 -0.5567 -0.9727 0.194
H 2.764 -0.096 -0.550 -1.7130 0.8803 0.9950 0.377
H 0.788 1.463 -1.004 0.3436 0.2777 0.0376 0.191
H -0.589 -1.339 -0.655 1.4861 0.6785 -0.2435 0.204
H -1.711 1.043 -2.035 -0.4238 -0.4403 0.6538 0.205
H -3.770 -0.227 -0.829 0.0452 1.0471 -0.4484 0.198
H -2.618 -1.070 0.059 0.9944 -1.7082 1.4907 0.176
H -0.044 2.800 1.162 0.8589 2.3577 -5.8830 0.454
H 0.410 1.723 2.045 0.6872 -0.8649 -0.0253 0.469
O -0.159 2.468 1.959 -1.5302 -1.5138 5.9055 -0.921


23
Properties=species:S:1:pos:R:3:forces:R:3:nbo_charge:R:1 method="wB97M-V/def2-TZVPD" e_above_lowest_kj_mol=179.9 e_lumo_ev="-3.509 / -3.510" total_charge=+1 homo_lumo_gap_ev="9.3 / 9.3"
C -1.602 -0.751 0.333 1.0754 1.8332 1.6821 0.551
C 2.446 0.617 0.246 -0.4385 1.8573 -1.2968 0.807
C 0.295 1.626 -0.274 -2.7372 -2.4014 1.9432 0.888
C 0.460 -0.574 1.218 2.2112 -2.5819 2.3173 0.252
C -2.738 -1.110 -0.458 -2.2365 0.7484 1.0533 -0.688
C 2.242 2.587 -1.215 -1.4748 -0.2204 -2.1069 -0.416
N -0.410 -1.331 0.303 0.1759 -0.1169 0.3068 -0.561
N 1.803 -0.387 0.738 0.5738 -5.9838 2.1093 -0.626
N 1.561 1.548 -0.371 1.5170 1.9757 -1.5001 -0.511
N -0.171 0.629 1.436 -0.6284 2.7352 -1.8440 -0.371
N -1.496 0.389 1.079 1.4508 -3.9204 -0.6410 -0.351
O 3.614 0.749 0.112 1.3624 -0.0007 0.0781 -0.533
O -0.714 1.897 -0.811 0.6723 0.7101 -0.0028 -0.490
H 0.666 -1.224 2.230 -0.9493 1.2259 -2.0321 0.180
H -2.439 -0.820 -1.415 0.1769 0.3098 -1.9976 0.275
H -3.588 -0.461 -0.166 0.3756 -0.4489 -0.2464 0.261
H -3.079 -2.127 -0.463 0.2240 -0.5819 0.1802 0.274
H 1.504 2.958 -2.090 1.6896 -0.9439 2.1983 0.240
H 2.403 3.351 -0.482 0.7806 0.8352 -0.3525 0.230
H 3.140 2.084 -1.644 -0.6736 0.9128 0.4496 0.265
H -0.182 -2.298 0.058 -0.5555 0.6367 -0.0772 0.449
H 2.425 -1.243 0.926 -1.0631 2.1286 -0.1390 0.435
H -2.100 1.146 1.126 -1.5287 1.2915 -0.0818 0.440


12
Properties=species:S:1:pos:R:3:forces:R:3:nbo_charge:R:1 method="wB97M-V/def2-TZVPD" e_above_lowest_kj_mol=225.9 e_lumo_ev=0.251 homo_lumo_gap_ev=8.5
C -1.757 -0.839 -0.295 0.1265 -0.0620 -0.0086 -0.744
C -0.696 0.189 0.008 -0.2404 -0.3689 -0.1023 0.806
O -1.151 1.424 0.272 0.0979 0.4165 0.1036 -0.668
O 0.481 -0.039 0.023 -0.1531 0.0962 0.0159 -0.606
H -2.114 1.487 0.230 0.1080 -0.1796 -0.0353 0.488
H -1.292 -1.799 -0.493 0.0130 0.0394 0.0102 0.250
H -2.433 -0.935 0.554 -0.0688 0.0077 0.0202 0.235
H -2.332 -0.531 -1.168 -0.0660 0.0166 -0.0209 0.235
N 3.253 0.179 0.841 0.1332 -0.4028 1.8641 -0.293
N 3.315 0.445 -0.334 0.3283 0.4386 -1.8318 -0.293
H 2.419 0.448 -0.869 -0.1744 -0.1562 0.6742 0.294
H 2.308 -0.029 1.232 -0.1041 0.1545 -0.6893 0.294


Values for total energy, eV, ordered as above
-86667.165; -8898.061; -17920.981; -9244.976